Molecular formula: C3H5N3
Method: DFT, the ωB97M-V functional and the def2-TZVPD basis

The geometry in XYZ format:
```
11
Properties=species:S:1:pos:R:3:forces:R:3
H -2.431 1.453 -0.172 0.0 -0.2 -0.2
N -1.446 1.501 0.055 -0.1 -0.3 0.0
C -0.837 0.379 -0.020 0.0 0.3 0.1
C -1.491 -0.829 -0.532 -0.6 -0.6 -0.3
N -2.152 -1.682 -0.951 0.8 0.8 0.4
N 0.426 0.328 0.504 -0.1 0.2 0.0
C 1.592 -0.452 0.134 0.0 -0.1 -0.1
H 0.603 1.279 0.805 0.4 -0.1 0.2
H 1.330 -1.486 -0.105 -0.1 0.2 0.0
H 2.140 -0.019 -0.714 -0.2 -0.1 0.1
H 2.266 -0.473 0.997 -0.1 0.0 -0.2
```
Forces are in eV/Å.

Computed properties:
Net charge: 0
Total energy in eV: -7661.398
HOMO-LUMO gap in eV: 10.21
Relative energy (zero: lowest compared OMol25 entry of this formula, charge and spin) in kJ/mol: 102.1
SMILES string: [H]/N=C(\C#N)NC

---

Molecular formula: C3H5N3
Method: DFT, the ωB97M-V functional and the def2-TZVPD basis

The geometry in XYZ format:
```
11
Properties=species:S:1:pos:R:3:forces:R:3
N 2.124 -0.025 -0.133 -0.4 -0.3 3.0
C 0.619 0.032 0.044 4.6 -0.6 -1.2
C -0.173 -1.201 -0.061 -0.3 6.0 1.4
N -1.425 -0.807 0.074 -0.8 1.8 -1.8
N -1.381 0.585 -0.102 -3.1 1.6 1.4
C -0.157 1.172 0.031 0.4 -0.6 0.9
H 2.503 -0.647 0.730 -0.8 2.3 -2.7
H 2.599 0.942 -0.134 -1.2 -2.1 0.4
H 0.147 -2.161 0.070 0.6 -2.4 0.0
H -2.212 1.268 -0.020 1.3 -2.7 0.0
H 0.001 2.302 0.401 -0.3 -3.0 -1.5
```
Forces are in eV/Å.

Computed properties:
Net charge: 0
Total energy in eV: -7659.870
HOMO-LUMO gap in eV: 9.17
Relative energy (zero: lowest compared OMol25 entry of this formula, charge and spin) in kJ/mol: 249.5
SMILES string: Nc1cn[nH]c1

---

Molecular formula: C3H5N3
Method: DFT, the ωB97M-V functional and the def2-TZVPD basis

The geometry in XYZ format:
```
11
Properties=species:S:1:pos:R:3:forces:R:3
C -0.539 -1.180 -1.512 -0.4 1.0 -1.0
C 0.858 -1.066 -1.502 -2.2 -2.6 -2.0
C -0.187 0.944 1.187 2.9 2.4 -2.9
N -1.020 -0.411 -0.578 -4.7 -1.5 -1.9
N 1.161 -0.390 -0.397 6.0 2.5 3.1
N 0.056 0.007 0.120 -0.5 1.7 2.3
H -1.154 -1.487 -2.319 -0.5 -0.7 -0.3
H 1.511 -1.681 -2.070 0.8 0.1 -0.2
H -0.584 2.001 0.922 0.0 -1.8 -0.3
H -0.779 0.481 1.879 -1.4 -0.9 2.1
H 0.840 1.192 1.426 0.1 -0.2 1.2
```
Forces are in eV/Å.

Computed properties:
Spin multiplicity: 3
Net charge: 0
Expectation value of S²: 2.026
Total energy in eV: -7655.836
HOMO-LUMO gap (spin up / spin down) in eV: 6.18 / 7.27
Relative energy (zero: lowest compared OMol25 entry of this formula, charge and spin) in kJ/mol: 142.3

---

Molecular formula: C3H5N3O
Method: DFT, the ωB97M-V functional and the def2-TZVPD basis

The geometry in XYZ format:
```
12
Properties=species:S:1:pos:R:3:forces:R:3
C 1.800 -0.944 0.004 0.2 0.1 0.1
N 0.425 -0.492 -0.020 -0.1 -0.2 0.1
N -0.598 -1.374 0.002 -0.1 0.1 -0.1
N -1.700 -0.699 0.006 0.4 0.2 0.0
C -1.411 0.635 0.002 -0.2 -0.1 0.0
C -0.048 0.764 -0.006 -0.1 -0.2 0.0
O 0.814 1.794 0.007 -0.1 0.5 0.0
H 2.441 -0.057 0.007 -0.1 -0.3 0.0
H 2.009 -1.560 -0.873 0.0 0.1 0.1
H 1.979 -1.528 0.912 0.0 0.1 -0.2
H -2.180 1.389 0.000 0.0 0.0 0.0
H 0.314 2.622 -0.021 0.2 -0.2 0.0
```
Forces are in eV/Å.

Computed properties:
Net charge: 0
Total energy in eV: -9708.580
HOMO-LUMO gap in eV: 9.56
Relative energy (zero: lowest compared OMol25 entry of this formula, charge and spin) in kJ/mol: 193.3
SMILES string: Cn1nncc1O

---

Molecular formula: C3H5N3O
Method: DFT, the ωB97M-V functional and the def2-TZVPD basis

The geometry in XYZ format:
```
12
Properties=species:S:1:pos:R:3:forces:R:3
N -2.041 -0.871 1.028 0.3 0.3 -0.2
C -0.737 -0.741 0.666 0.7 1.2 -0.9
N 0.440 -1.036 0.603 -0.4 0.9 -0.5
C 1.370 -0.102 -0.038 -1.0 -0.4 -0.5
O 2.419 -0.615 -0.763 0.3 -0.3 0.4
C 0.700 0.995 -0.549 0.3 -0.3 0.2
N -0.603 1.086 -0.360 0.1 -0.3 0.2
H -2.571 -1.614 0.574 0.4 0.1 0.0
H -2.434 0.034 0.791 -0.4 -0.2 0.4
H 3.138 -0.899 -0.195 0.1 0.1 0.2
H 1.271 1.763 -1.081 -0.2 -0.3 0.1
H -0.952 1.999 -0.677 -0.3 -0.6 0.5
```
Forces are in eV/Å.

Computed properties:
Net charge: 0
Total energy in eV: -9706.549
HOMO-LUMO gap in eV: 7.79
Relative energy (zero: lowest compared OMol25 entry of this formula, charge and spin) in kJ/mol: 389.3

---

Molecular formula: C3H5N3O
Method: DFT, the ωB97M-V functional and the def2-TZVPD basis

The geometry in XYZ format:
```
12
Properties=species:S:1:pos:R:3:forces:R:3
N 0.143 1.744 -0.166 0.0 0.2 0.0
C 0.444 0.372 -0.052 0.1 -0.2 0.0
C 1.617 -0.305 0.018 0.0 0.1 0.0
O 1.396 -1.621 0.125 0.2 0.0 0.0
N 0.034 -1.853 0.144 -0.3 0.2 0.1
C -0.530 -0.678 0.048 0.2 -0.1 0.0
N -1.913 -0.506 0.141 -0.2 -0.1 -0.2
H 0.119 2.216 0.730 0.0 0.0 -0.2
H 0.732 2.248 -0.814 0.1 -0.1 0.1
H 2.653 0.009 0.038 -0.2 0.0 -0.1
H -2.340 -0.305 -0.762 0.1 0.1 0.3
H -2.353 -1.322 0.550 0.1 0.0 -0.2
```
Forces are in eV/Å.

Computed properties:
Net charge: 0
Total energy in eV: -9708.300
HOMO-LUMO gap in eV: 10.17
Relative energy (zero: lowest compared OMol25 entry of this formula, charge and spin) in kJ/mol: 220.4
SMILES string: Nc1conc1N

---

Molecular formula: C3H5N3O
Method: DFT, the ωB97M-V functional and the def2-TZVPD basis

The geometry in XYZ format:
```
12
Properties=species:S:1:pos:R:3:forces:R:3
C 1.699 0.206 -0.060 -0.1 -0.1 -0.5
N 0.306 -0.082 0.112 -1.3 2.1 -0.1
C -0.370 -1.235 0.008 1.0 -1.0 0.3
N -1.657 -1.146 -0.085 0.6 -1.0 -0.6
C -1.894 0.192 -0.135 -0.8 1.8 1.3
O -2.937 0.770 0.045 -0.4 0.1 -0.6
N -0.663 0.918 -0.164 -0.1 0.0 0.4
H 1.895 0.895 -0.945 -0.2 -1.4 0.7
H 2.108 0.718 0.808 0.0 -0.1 0.2
H 2.037 -0.837 -0.088 1.2 0.6 -0.5
H 0.203 -2.173 0.064 -0.4 0.4 -0.1
H -0.727 1.773 0.441 0.5 -1.3 -0.6
```
Forces are in eV/Å.

Computed properties:
Net charge: 0
Total energy in eV: -9708.771
HOMO-LUMO gap in eV: 9.60
Relative energy (zero: lowest compared OMol25 entry of this formula, charge and spin) in kJ/mol: 175.0
SMILES string: Cn1cnc(=O)[nH]1

---

Molecular formula: C3H5N3O
Method: DFT, the ωB97M-V functional and the def2-TZVPD basis

The geometry in XYZ format:
```
12
Properties=species:S:1:pos:R:3:forces:R:3
N -0.873 -2.215 -0.358 1.3 0.0 -1.2
N -0.441 -1.095 -1.260 0.4 0.1 1.6
C -0.097 -0.083 -0.535 -0.6 0.9 -0.4
N -0.018 0.197 0.821 -0.5 -3.5 1.6
C 0.620 1.403 1.046 1.1 1.0 -1.4
C 0.821 1.939 -0.181 -1.4 -1.3 1.5
O 0.190 1.119 -1.141 1.3 0.2 0.1
H -1.822 -2.255 -0.630 -1.6 0.0 0.3
H -0.568 -3.090 -0.842 0.4 1.0 0.5
H -0.048 -0.642 1.473 0.0 1.8 -1.2
H 0.980 1.837 1.991 -0.5 -0.7 -0.5
H 1.256 2.883 -0.385 0.1 0.4 -0.8
```
Forces are in eV/Å.

Computed properties:
Net charge: 0
Total energy in eV: -9707.679
HOMO-LUMO gap in eV: 9.00
Relative energy (zero: lowest compared OMol25 entry of this formula, charge and spin) in kJ/mol: 280.2
SMILES string: N/N=c1\[nH]cco1

---

Molecular formula: C3H5N3O
Method: DFT, the ωB97M-V functional and the def2-TZVPD basis

The geometry in XYZ format:
```
12
Properties=species:S:1:pos:R:3:forces:R:3
C 0.312 0.739 -0.726 0.5 0.1 0.5
C 0.194 -0.299 0.387 -1.1 -2.0 -1.8
N -0.814 0.910 -1.453 -0.1 0.0 0.1
C 1.029 -1.359 0.537 -0.5 0.8 0.2
N -1.262 -0.456 0.843 0.9 -1.0 -1.3
N -1.230 0.215 1.836 2.4 1.3 0.5
O 1.369 1.284 -0.948 -0.1 0.0 -0.1
H -0.793 1.561 -2.221 0.1 -0.1 0.1
H -1.671 0.433 -1.230 0.1 0.0 0.0
H 0.117 0.525 1.637 -2.1 0.6 1.8
H 2.100 -1.226 0.507 0.0 0.1 -0.3
H 0.649 -2.327 0.831 -0.1 0.1 0.2
```
Forces are in eV/Å.

Computed properties:
Net charge: 0
Total energy in eV: -9705.655
HOMO-LUMO gap (spin up / spin down) in eV: 8.58 / 8.58
Relative energy (zero: lowest compared OMol25 entry of this formula, charge and spin) in kJ/mol: 475.6

---

Molecular formula: C3H5N3O
Method: DFT, the ωB97M-V functional and the def2-TZVPD basis

The geometry in XYZ format:
```
12
Properties=species:S:1:pos:R:3:forces:R:3
O -1.626 1.148 0.293 0.0 0.0 0.3
C -1.729 -0.206 -0.151 -0.1 -0.4 -0.2
C -0.294 -0.563 -0.358 0.0 0.3 -0.1
N 0.494 -0.609 0.763 0.2 0.3 -0.1
C 1.636 -0.127 0.334 0.2 -0.1 -0.1
N 1.556 0.138 -0.984 0.3 -0.1 -0.1
N 0.325 -0.139 -1.444 -0.1 0.0 0.2
H -0.778 1.176 0.775 -0.7 0.2 0.0
H -2.294 -0.225 -1.086 0.1 0.0 0.1
H -2.220 -0.833 0.600 0.1 0.0 -0.1
H 2.500 0.095 0.944 0.0 -0.2 -0.2
H 2.200 0.617 -1.595 0.1 -0.3 0.1
```
Forces are in eV/Å.

Computed properties:
Net charge: 0
Total energy in eV: -9708.844
HOMO-LUMO gap in eV: 10.82
Relative energy (zero: lowest compared OMol25 entry of this formula, charge and spin) in kJ/mol: 167.9
SMILES string: OCc1nc[nH]n1